No. 1
ORCA calculation (wB97M-V/def2-TZVPD) on a structure of composition C28H59AsBrN2O4S3.

Results
* HOMO: -4.03 eV
* frontier orbital gap: 6.08 eV
* charge: -1

CARTESIAN COORDINATES (ANGSTROEM)
C 6.991 -5.361 1.345
H 3.745 -4.138 1.172
H -4.237 -0.951 0.215
H -5.249 -3.309 1.626
C 8.488 -5.549 1.543
H -1.717 -1.434 2.482
H 2.689 -0.377 2.494
C 0.009 0.546 0.228
C -4.184 3.336 -0.663
H -2.149 2.279 0.719
H 3.023 -1.510 -6.530
H -3.634 9.124 -1.831
H -5.300 0.135 2.179
C 2.118 -1.546 -5.918
C 9.059 -4.659 0.447
C -0.867 1.999 4.643
H 8.764 -6.591 1.360
H 1.193 -0.226 -4.458
H 4.772 -3.130 0.160
C -4.461 8.466 -1.552
H -5.152 2.443 1.005
H -4.960 8.897 -0.684
H -4.709 1.633 4.288
N 3.068 -1.401 0.715
S 1.186 -0.193 -1.015
H -3.894 7.636 -4.209
O 0.081 2.612 4.997
H -4.642 -1.056 3.261
H -6.293 -1.907 1.751
C -4.414 -0.471 2.370
H -3.349 1.044 0.094
H -7.235 -3.187 -0.505
H 8.820 -5.281 2.546
H 2.657 -2.465 -1.078
H 1.258 -1.408 -6.573
H -4.625 6.499 -0.644
H 2.400 -3.718 -5.685
H 2.749 -3.059 -3.050
C 3.010 -2.517 -3.959
N -4.254 2.041 3.479
C 2.192 -0.503 -4.811
H 6.411 -6.233 1.649
H 2.127 -3.360 2.567
H -0.466 -1.458 0.556
C -4.626 7.184 -3.528
O 2.894 -1.111 -3.726
H -6.342 7.856 -2.410
H 7.961 -3.995 -1.326
H 6.624 -4.490 1.898
C -1.431 -0.439 2.146
C 2.331 -1.268 1.989
O -3.919 6.398 -2.570
C -3.084 1.741 0.885
C -4.167 2.833 0.813
H 2.125 -2.235 3.919
Br -6.034 3.780 -1.179
C -5.380 8.250 -2.747
H 3.760 -4.438 -0.573
C -3.948 7.056 -1.300
H 10.077 -4.916 0.155
C -1.012 -0.521 0.670
C -1.442 2.219 3.265
C 8.051 -4.865 -0.675
H 4.054 -2.738 -4.208
H -2.767 0.203 4.195
H 3.617 -2.550 3.076
C 2.710 -2.639 -0.017
H -5.287 6.539 -4.108
H -0.588 2.093 2.602
H 8.311 -5.735 -1.289
S 3.732 0.997 -0.151
H -3.906 2.957 3.737
H -3.906 3.701 1.405
C 3.838 -3.675 0.197
H -0.458 1.349 -0.321
O 6.792 -5.121 -0.050
S -6.022 -2.605 -0.569
H 2.714 0.403 -5.119
C -5.516 -2.368 1.160
H -1.733 3.266 3.174
H 1.776 -3.041 0.374
H -5.566 9.152 -3.330
H -1.828 -0.608 -0.038
H 9.050 -3.616 0.772
C 2.544 -2.432 2.939
C 2.082 -2.842 -5.120
C 2.738 -0.267 -0.066
H -0.532 -0.205 2.719
H 0.614 0.895 1.053
H -1.316 1.240 5.303
H -3.896 2.535 -1.325
H -3.414 -2.103 1.255
H -2.949 7.042 -0.861
As -2.896 0.857 2.737
H 1.260 -1.140 1.817
H -3.514 4.171 -0.823
C -4.262 -1.426 1.195
H 1.069 -3.024 -4.751


No. 2
ORCA calculation (wB97M-V/def2-TZVPD) on a cluster of 2 separate species, C4H10O2 in total.

Results
* HOMO: -8.92 eV
* frontier orbital gap: 9.66 eV

CARTESIAN COORDINATES (ANGSTROEM)
H 1.850 -1.407 -0.769
H 1.215 -1.062 1.381
H -1.866 -0.647 0.117
C -0.019 -0.644 -0.213
C 0.962 -1.023 -1.269
H -1.245 0.662 1.877
H 0.560 -1.708 -2.018
C 0.323 -0.542 1.068
H 0.183 1.632 -0.734
H 1.617 2.104 -0.704
H -1.293 -1.026 2.403
C -0.631 -0.184 2.195
H 1.335 -0.179 -1.853
O 0.732 2.396 -0.949
H -0.031 0.104 3.051
O -1.296 -0.450 -0.638


No. 3
ORCA calculation (wB97M-V/def2-TZVPD) on a structure of composition C44H37N9O3PtSSb.

Results
* HOMO (spin up / spin down): -8.74 / -10.97 eV
* frontier orbital gap (spin up / spin down): 4.96 / 5.50 eV
* charge: +1
* spin multiplicity: 5
* ⟨S²⟩: 6.062

CARTESIAN COORDINATES (ANGSTROEM)
H -6.357 3.127 1.009
O -1.544 8.128 1.206
C -0.776 3.806 -0.359
H 1.076 6.052 2.175
H -1.971 -3.562 2.507
C 3.061 -0.680 0.921
C -3.473 1.482 0.511
C -0.306 0.099 4.000
N -1.957 0.488 -2.583
H -2.131 -4.834 -2.156
C 4.416 -0.855 -0.908
H 1.749 -3.898 2.089
N 2.657 -0.664 2.212
C 1.401 -0.502 -2.965
C -5.546 2.631 0.493
H 1.479 -5.634 2.201
C 0.875 -0.728 -6.722
C -2.376 -3.076 0.417
C -1.136 -4.716 -2.585
H 2.651 -1.083 -5.533
C 6.775 -1.095 -0.923
H -1.226 -4.875 -3.661
H 2.308 4.271 0.983
C 0.554 -4.730 0.471
C 0.938 -0.519 -4.366
O -0.995 7.152 3.284
H 7.733 -1.156 0.999
N 2.276 -0.614 -0.191
H -2.352 -1.863 2.225
C -4.497 2.101 1.221
S -1.646 6.890 2.022
C -4.569 1.925 -1.618
H -2.041 0.588 5.168
N 0.324 -0.157 -2.180
C 4.428 -0.832 0.496
C -2.244 0.867 0.936
H 5.581 -1.014 -2.717
H 0.430 -3.216 -2.756
H 2.237 2.551 -0.693
C -0.469 -0.365 -6.717
H -1.296 3.168 -1.064
H -4.592 1.857 -2.697
Sb -0.347 -2.909 -0.223
C -1.462 4.803 0.302
N -1.578 0.433 -0.172
C -0.558 -3.332 -2.306
H -6.421 2.972 -1.439
H -2.175 0.222 -5.516
C -2.295 0.738 -1.294
H 0.917 2.353 -1.681
C -0.788 5.609 1.212
C -1.133 -0.068 -5.529
C 1.692 -0.601 5.164
C -3.507 1.395 -0.889
O -3.046 6.534 2.082
C -1.013 0.254 5.174
N 0.389 0.028 1.810
H 7.712 -1.198 -1.454
C -0.784 0.088 -2.957
H -2.708 -4.065 0.096
C 0.567 5.423 1.457
H -1.006 -0.310 -7.655
C -0.343 -0.038 6.361
H 1.387 -4.923 -0.206
C 3.043 -0.721 -1.313
H 2.726 -0.919 5.151
H 5.621 -0.927 2.289
H 1.475 -0.672 7.295
C 5.595 -0.991 -1.636
C -2.585 -2.882 1.916
C -0.403 -0.157 -4.362
C 1.019 -0.319 3.995
C 0.984 -0.457 6.355
Pt 0.329 -0.159 -0.178
H 1.359 -0.950 -7.663
C 5.618 -0.943 1.208
H -0.205 -5.496 0.299
N 2.618 -0.748 -2.601
H -3.625 -3.072 2.181
C 1.253 4.425 0.791
C 1.605 -0.808 -5.538
C -5.582 2.543 -0.907
H -1.197 -2.551 -2.722
H -2.521 4.949 0.130
N 1.226 2.525 -0.734
C 1.014 -4.688 1.923
C 6.787 -1.071 0.480
H -0.501 -5.512 -2.193
H -4.462 2.170 2.300
C -0.698 0.318 2.595
H 0.183 -4.520 2.608
H -2.935 -2.338 -0.162
H -0.860 0.067 7.304
C 0.585 3.611 -0.120
N -1.873 0.719 2.228
C 1.458 -0.353 2.587


DFT total energy for every record listed, in sequence, given in Ha: -7516.88010, -308.85631, -3175.00578.